Here is a molecular structure, C49H46FeN4PSe2 from OMol25. Energies are from the ωB97M-V functional and the def2-TZVPD basis.

Cartesian coordinates (Å):
Fe (0.69, -1.47, -0.39)
C (0.09, -3.31, 2.09)
C (-0.84, -4.15, 1.20)
C (-0.23, -4.73, -0.08)
N (0.31, -3.73, -0.96)
C (0.89, -4.08, -2.09)
C (1.16, -5.43, -2.43)
C (1.97, -5.99, -3.40)
C (2.63, -5.40, -4.46)
C (2.49, -4.07, -4.87)
C (1.80, -3.05, -4.27)
C (1.17, -2.93, -3.00)
N (0.72, -1.80, -2.54)
C (0.76, -0.57, -3.28)
C (2.15, 0.09, -3.31)
C (2.57, 0.67, -1.96)
N (2.64, -0.34, -0.94)
C (3.43, -0.21, 0.10)
C (4.13, 1.00, 0.37)
C (5.07, 1.35, 1.31)
C (5.70, 0.56, 2.26)
C (5.45, -0.78, 2.50)
C (4.50, -1.62, 1.95)
C (3.50, -1.42, 0.97)
N (2.54, -2.29, 0.72)
C (2.51, -3.62, 1.25)
C (1.49, -3.85, 2.38)
H (-0.44, -3.16, 3.04)
H (0.20, -2.32, 1.63)
H (-1.24, -4.99, 1.78)
H (-1.68, -3.51, 0.92)
H (-1.04, -5.27, -0.60)
H (0.52, -5.49, 0.21)
H (0.74, -6.17, -1.75)
H (2.11, -7.07, -3.32)
H (3.26, -6.03, -5.07)
H (2.98, -3.82, -5.81)
H (1.79, -2.13, -4.85)
H (0.06, 0.11, -2.78)
H (0.40, -0.71, -4.31)
H (2.14, 0.90, -4.04)
H (2.89, -0.66, -3.61)
H (1.86, 1.46, -1.66)
H (3.55, 1.15, -2.12)
H (3.82, 1.82, -0.27)
H (5.38, 2.40, 1.28)
H (6.45, 1.04, 2.89)
H (6.05, -1.23, 3.28)
H (4.51, -2.61, 2.39)
H (3.49, -3.97, 1.61)
H (2.25, -4.26, 0.40)
H (1.86, -3.34, 3.27)
H (1.45, -4.92, 2.59)
Se (0.89, 0.59, 1.75)
P (-2.52, 0.65, 1.20)
Se (-2.07, -0.85, -0.37)
C (-4.36, 0.85, 1.16)
C (-5.24, 0.07, 0.41)
C (-6.61, 0.24, 0.52)
C (-7.12, 1.22, 1.36)
C (-6.25, 2.03, 2.08)
C (-4.89, 1.84, 1.98)
C (-2.58, -0.43, 2.70)
C (-1.77, -0.15, 3.79)
C (-1.75, -0.98, 4.90)
C (-2.57, -2.10, 4.94)
C (-3.40, -2.38, 3.87)
C (-3.40, -1.55, 2.76)
H (-4.83, -0.69, -0.25)
H (-7.28, -0.38, -0.04)
H (-8.19, 1.34, 1.47)
H (-6.64, 2.80, 2.73)
H (-4.20, 2.48, 2.53)
H (-1.14, 0.73, 3.75)
H (-1.10, -0.76, 5.73)
H (-2.56, -2.75, 5.81)
H (-4.04, -3.25, 3.90)
H (-4.05, -1.78, 1.92)
C (0.43, 1.97, 0.74)
C (0.11, 2.97, 0.09)
C (-0.27, 4.14, -0.52)
C (-0.81, 5.19, 0.31)
C (-1.66, 6.18, -0.20)
C (-2.19, 7.15, 0.62)
C (-1.90, 7.17, 1.98)
C (-1.10, 6.17, 2.51)
C (-0.56, 5.19, 1.70)
C (-0.13, 4.28, -1.95)
C (-0.21, 3.15, -2.78)
C (-0.04, 3.26, -4.15)
C (0.22, 4.50, -4.73)
C (0.31, 5.62, -3.92)
C (0.15, 5.51, -2.56)
H (-1.94, 6.16, -1.24)
H (-2.85, 7.91, 0.21)
H (-2.31, 7.94, 2.62)
H (-0.89, 6.14, 3.57)
H (0.06, 4.41, 2.11)
H (-0.44, 2.20, -2.34)
H (-0.11, 2.38, -4.77)
H (0.35, 4.58, -5.80)
H (0.53, 6.58, -4.36)
H (0.26, 6.40, -1.94)

The expectation value of S² is 8.789. As for the frontier orbital gap (alpha / beta): 5.495 / 5.647 eV. The spin multiplicity is 6. As for the net charge: -2.

Here is a molecular structure, C49H47CaN4O7PS from OMol25. Energies are from the ωB97M-V functional and the def2-TZVPD basis.

Cartesian coordinates (Å):
Ca (0.23, -0.99, -0.14)
C (0.85, -0.25, 3.39)
N (0.17, -1.02, 2.38)
C (-0.84, -1.73, 2.75)
C (-1.60, -2.48, 1.83)
C (-2.70, -3.31, 2.09)
C (-3.10, -3.81, 0.86)
C (-2.22, -3.26, -0.08)
N (-1.32, -2.47, 0.49)
C (-0.04, 0.75, 4.10)
C (0.12, 1.02, 5.45)
C (-0.72, 1.91, 6.09)
C (-1.73, 2.55, 5.39)
C (-1.88, 2.29, 4.03)
C (-1.05, 1.40, 3.39)
H (1.66, 0.29, 2.88)
H (1.31, -0.91, 4.14)
H (-1.16, -1.78, 3.81)
H (-3.15, -3.49, 3.05)
H (-3.92, -4.48, 0.66)
H (-2.23, -3.41, -1.14)
H (0.90, 0.53, 6.01)
H (-0.59, 2.11, 7.15)
H (-2.39, 3.24, 5.90)
H (-2.66, 2.80, 3.48)
H (-1.17, 1.18, 2.34)
O (3.46, -0.89, -1.88)
S (2.57, 0.03, -1.20)
O (1.37, 0.38, -1.96)
O (2.29, -0.30, 0.19)
C (3.51, 1.57, -1.01)
C (4.87, 1.62, -1.18)
C (5.56, 2.78, -0.84)
C (4.87, 3.84, -0.28)
C (3.49, 3.78, -0.11)
C (2.79, 2.64, -0.50)
P (0.97, 2.41, -0.45)
C (0.63, 3.22, -2.08)
C (1.57, 3.93, -2.83)
C (1.25, 4.40, -4.09)
C (-0.01, 4.18, -4.62)
C (-0.95, 3.49, -3.88)
C (-0.63, 3.00, -2.63)
C (0.62, 3.79, 0.71)
C (-0.11, 4.95, 0.48)
C (-0.41, 5.81, 1.52)
C (-0.02, 5.51, 2.81)
C (0.69, 4.34, 3.06)
C (1.00, 3.50, 2.02)
H (5.38, 0.75, -1.58)
H (6.63, 2.85, -0.99)
H (5.40, 4.74, 0.01)
H (2.97, 4.62, 0.31)
H (2.56, 4.11, -2.43)
H (2.00, 4.92, -4.67)
H (-0.25, 4.54, -5.61)
H (-1.93, 3.31, -4.29)
H (-1.35, 2.42, -2.07)
H (-0.44, 5.19, -0.53)
H (-0.96, 6.72, 1.33)
H (-0.26, 6.17, 3.63)
H (0.99, 4.09, 4.07)
H (1.55, 2.58, 2.19)
O (-2.04, -0.20, -1.40)
C (-1.96, 0.63, -0.50)
O (-1.01, 0.74, 0.31)
C (-3.08, 1.66, -0.32)
C (-2.82, 2.80, 0.44)
C (-3.80, 3.76, 0.64)
C (-5.05, 3.58, 0.09)
C (-5.32, 2.45, -0.68)
C (-4.33, 1.48, -0.89)
N (-6.61, 2.31, -1.23)
O (-7.46, 3.20, -0.99)
O (-6.87, 1.32, -1.94)
H (-1.83, 2.92, 0.86)
H (-3.58, 4.64, 1.23)
H (-5.85, 4.30, 0.24)
H (-4.54, 0.61, -1.49)
C (-0.06, -7.80, -2.92)
C (0.01, -6.30, -2.78)
C (-0.71, -5.48, -3.64)
C (-0.67, -4.09, -3.45)
C (-1.46, -3.18, -4.35)
C (0.07, -3.55, -2.43)
C (0.83, -4.35, -1.52)
C (0.77, -5.75, -1.76)
N (1.44, -3.69, -0.55)
C (2.51, -4.15, 0.29)
C (2.43, -3.31, 1.58)
C (2.55, -5.64, 0.73)
C (3.82, -3.82, -0.44)
H (-0.86, -8.09, -3.60)
H (-0.24, -8.27, -1.96)
H (0.88, -8.19, -3.32)
H (-1.31, -5.91, -4.43)
H (-1.77, -3.68, -5.26)
H (-0.88, -2.29, -4.59)
H (-2.36, -2.85, -3.82)
H (0.10, -2.48, -2.28)
H (1.28, -6.45, -1.12)
H (1.50, -3.54, 2.10)
H (2.42, -2.26, 1.32)
H (3.27, -3.53, 2.24)
H (1.55, -5.99, 0.98)
H (3.18, -5.74, 1.61)
H (2.98, -6.27, -0.05)
H (3.81, -2.78, -0.74)
H (3.91, -4.43, -1.34)
H (4.69, -4.01, 0.20)

As for the frontier orbital gap: 3.481 eV. The value obtained for the energy relative to the best compared isomer or geometry (same formula, charge and spin) is 228.09 kJ/mol. As for the net charge: -2.

Here is a molecular structure, C49H47CaN4O7PS from OMol25. Energies are from the ωB97M-V functional and the def2-TZVPD basis.

Cartesian coordinates (Å):
Ca (-0.94, 0.52, -0.67)
C (3.86, 0.06, -1.08)
N (2.61, 0.78, -0.97)
C (2.73, 2.05, -0.99)
C (1.70, 3.02, -0.79)
C (1.91, 4.40, -0.67)
C (0.68, 4.95, -0.33)
C (-0.22, 3.87, -0.28)
N (0.38, 2.71, -0.57)
C (4.53, -0.21, 0.25)
C (3.84, -0.09, 1.45)
C (4.48, -0.33, 2.66)
C (5.83, -0.68, 2.69)
C (6.52, -0.80, 1.49)
C (5.88, -0.56, 0.29)
H (4.58, 0.61, -1.71)
H (3.69, -0.90, -1.58)
H (3.73, 2.49, -1.13)
H (2.86, 4.91, -0.80)
H (0.45, 5.99, -0.14)
H (-1.27, 3.90, -0.06)
H (2.79, 0.19, 1.44)
H (3.93, -0.24, 3.59)
H (6.32, -0.87, 3.63)
H (7.57, -1.07, 1.50)
H (6.43, -0.65, -0.65)
O (-3.58, -1.86, -3.08)
S (-2.48, -1.68, -2.17)
O (-1.31, -0.98, -2.74)
O (-2.80, -1.10, -0.87)
C (-1.92, -3.34, -1.78)
C (-2.86, -4.35, -1.90)
C (-2.55, -5.65, -1.54)
C (-1.28, -5.94, -1.07)
C (-0.33, -4.93, -0.96)
C (-0.63, -3.61, -1.32)
P (0.64, -2.27, -1.19)
C (1.38, -2.39, -2.87)
C (1.55, -3.59, -3.55)
C (2.11, -3.61, -4.82)
C (2.50, -2.42, -5.43)
C (2.32, -1.22, -4.76)
C (1.76, -1.20, -3.49)
C (1.88, -3.10, -0.14)
C (3.12, -3.55, -0.58)
C (4.04, -4.08, 0.32)
C (3.71, -4.18, 1.67)
C (2.47, -3.74, 2.11)
C (1.56, -3.19, 1.21)
H (-3.84, -4.09, -2.27)
H (-3.29, -6.43, -1.63)
H (-1.02, -6.95, -0.78)
H (0.65, -5.17, -0.59)
H (1.23, -4.52, -3.09)
H (2.23, -4.55, -5.34)
H (2.93, -2.44, -6.42)
H (2.61, -0.29, -5.23)
H (1.63, -0.26, -2.97)
H (3.39, -3.48, -1.63)
H (5.01, -4.41, -0.02)
H (4.43, -4.57, 2.37)
H (2.21, -3.79, 3.16)
H (0.61, -2.81, 1.57)
O (-0.91, -1.47, 2.64)
C (-0.31, -0.39, 2.54)
O (-0.06, 0.28, 1.49)
C (0.22, 0.26, 3.81)
C (0.80, 1.52, 3.76)
C (1.32, 2.11, 4.91)
C (1.26, 1.44, 6.12)
C (0.67, 0.19, 6.15)
C (0.14, -0.41, 5.02)
N (0.61, -0.52, 7.44)
O (1.18, -0.02, 8.39)
O (0.18, -1.66, 7.44)
H (0.84, 2.02, 2.80)
H (1.77, 3.09, 4.86)
H (1.66, 1.87, 7.03)
H (-0.32, -1.39, 5.06)
C (-3.79, 1.67, 3.31)
C (-4.16, 2.17, 1.93)
C (-5.33, 2.91, 1.74)
C (-5.63, 3.36, 0.45)
C (-6.89, 4.15, 0.20)
C (-4.79, 3.09, -0.61)
C (-3.57, 2.35, -0.47)
C (-3.33, 1.91, 0.87)
N (-2.64, 2.05, -1.40)
C (-2.76, 2.55, -2.77)
C (-3.00, 4.08, -2.88)
C (-1.41, 2.30, -3.46)
C (-3.82, 1.78, -3.58)
H (-4.67, 1.58, 3.95)
H (-3.09, 2.36, 3.80)
H (-3.30, 0.70, 3.26)
H (-6.00, 3.13, 2.57)
H (-7.49, 4.24, 1.12)
H (-7.51, 3.67, -0.56)
H (-6.66, 5.16, -0.15)
H (-5.09, 3.45, -1.58)
H (-2.45, 1.31, 1.08)
H (-2.33, 4.60, -2.19)
H (-4.02, 4.38, -2.66)
H (-2.76, 4.41, -3.89)
H (-0.62, 2.88, -2.96)
H (-1.46, 2.60, -4.51)
H (-1.16, 1.24, -3.44)
H (-4.80, 1.83, -3.10)
H (-3.54, 0.73, -3.65)
H (-3.91, 2.19, -4.59)

As for the frontier orbital gap: 4.811 eV. The value obtained for the energy relative to the best compared isomer or geometry (same formula, charge and spin) is 40.14 kJ/mol. As for the net charge: -2.

Here is a molecular structure, C49H47Cl2N4O2Ta from OMol25. Energies are from the ωB97M-V functional and the def2-TZVPD basis.

Cartesian coordinates (Å):
Ta (0.03, 0.10, 0.19)
C (-1.46, 3.41, -0.21)
C (-1.74, 2.16, -1.02)
C (-1.32, 2.14, -2.37)
C (-0.51, 3.30, -2.87)
C (-1.73, 1.10, -3.21)
C (-1.27, 1.07, -4.64)
C (-2.56, 0.08, -2.71)
C (-3.05, -1.02, -3.61)
C (-3.00, 0.11, -1.38)
C (-3.94, -0.98, -0.92)
C (-2.62, 1.17, -0.53)
C (-3.36, 1.49, 0.75)
H (-2.13, 4.21, -0.53)
H (-0.44, 3.77, -0.35)
H (-1.63, 3.26, 0.85)
H (0.47, 3.35, -2.39)
H (-1.01, 4.25, -2.65)
H (-0.35, 3.27, -3.94)
H (-1.94, 1.66, -5.28)
H (-1.23, 0.07, -5.05)
H (-0.27, 1.49, -4.75)
H (-4.00, -0.73, -4.07)
H (-3.22, -1.95, -3.06)
H (-2.35, -1.25, -4.41)
H (-3.46, -1.96, -0.96)
H (-4.81, -1.04, -1.57)
H (-4.31, -0.84, 0.09)
H (-3.95, 2.40, 0.60)
H (-2.70, 1.69, 1.60)
H (-4.05, 0.72, 1.05)
Cl (1.42, -0.21, 3.52)
C (2.29, -1.52, 2.78)
C (3.35, -2.11, 3.50)
C (4.08, -3.11, 2.92)
Cl (5.36, -3.83, 3.81)
C (3.81, -3.54, 1.59)
C (4.54, -4.55, 0.92)
C (4.21, -4.87, -0.36)
C (3.14, -4.18, -0.98)
N (2.44, -3.25, -0.40)
C (2.75, -2.94, 0.88)
C (1.98, -1.93, 1.52)
O (0.96, -1.38, 0.81)
H (3.57, -1.78, 4.50)
H (5.35, -5.05, 1.43)
H (4.74, -5.63, -0.90)
H (2.87, -4.42, -2.01)
N (-1.56, -0.71, 1.49)
C (-2.40, -1.15, 2.16)
N (-3.33, -1.64, 2.91)
C (-4.14, -0.77, 3.79)
C (-3.72, -1.03, 5.23)
O (-3.83, -2.40, 5.53)
C (-2.96, -3.19, 4.76)
C (-3.32, -3.08, 3.28)
H (-5.18, -1.04, 3.64)
H (-3.98, 0.27, 3.51)
H (-4.38, -0.49, 5.91)
H (-2.69, -0.69, 5.39)
H (-3.07, -4.22, 5.09)
H (-1.92, -2.87, 4.91)
H (-4.32, -3.47, 3.10)
H (-2.61, -3.61, 2.65)
C (-0.22, -4.18, -3.38)
C (-0.80, -3.77, -2.16)
C (-0.57, -2.52, -1.67)
C (0.28, -1.61, -2.34)
C (0.58, -0.31, -1.81)
C (1.44, 0.51, -2.52)
C (2.02, 0.10, -3.74)
C (1.74, -1.13, -4.24)
C (0.87, -2.02, -3.56)
C (0.59, -3.32, -4.07)
H (-0.42, -5.16, -3.78)
H (-1.44, -4.46, -1.63)
H (-1.05, -2.23, -0.74)
H (1.68, 1.50, -2.14)
H (2.69, 0.77, -4.26)
H (2.18, -1.46, -5.18)
H (1.04, -3.61, -5.01)
N (1.08, 1.53, 0.63)
C (2.14, 2.18, 1.07)
C (2.08, 2.97, 2.29)
C (3.25, 3.21, 3.02)
C (3.19, 3.91, 4.21)
C (1.97, 4.40, 4.67)
C (0.80, 4.16, 3.95)
C (0.86, 3.44, 2.77)
C (3.40, 2.06, 0.32)
C (3.78, 0.84, -0.23)
C (4.96, 0.73, -0.94)
C (5.75, 1.86, -1.14)
C (5.37, 3.09, -0.61)
C (4.20, 3.19, 0.13)
H (4.20, 2.82, 2.68)
H (4.09, 4.08, 4.79)
H (1.92, 4.96, 5.59)
H (-0.14, 4.55, 4.31)
H (-0.04, 3.26, 2.20)
H (3.17, -0.04, -0.08)
H (5.27, -0.23, -1.34)
H (6.67, 1.78, -1.70)
H (5.98, 3.96, -0.78)
H (3.90, 4.15, 0.53)

As for the frontier orbital gap: 6.155 eV. The value obtained for the energy relative to the best compared isomer or geometry (same formula, charge and spin) is 99.84 kJ/mol. As for the net charge: +2.